Computed, not measured: C48H51MnN5O4Te2 as an isolated structure, with the ωB97M-V functional and the def2-TZVPD basis.

```
111
Properties=species:S:1:pos:R:3:forces:R:3
Mn -0.560 -0.110 -0.308 0.41 -0.30 0.20
C -1.406 -4.286 5.361 0.00 0.09 -0.11
C -1.464 -3.315 4.204 0.00 -0.09 0.08
C -2.570 -2.503 3.983 -0.18 0.04 0.08
C -2.616 -1.594 2.938 -0.40 -0.06 0.28
C -3.869 -0.779 2.759 0.15 0.15 -0.02
O -4.949 -1.324 2.741 -0.06 -0.05 -0.02
C -3.762 0.716 2.672 0.05 -0.15 0.09
C -4.867 1.448 2.247 -0.06 0.00 -0.04
C -4.809 2.833 2.197 0.03 0.00 0.00
C -3.649 3.491 2.594 -0.06 0.02 -0.01
C -2.554 2.763 3.041 0.02 0.00 -0.01
C -2.608 1.378 3.077 0.10 0.05 -0.03
C -1.555 -1.503 2.046 0.04 0.40 -0.65
O -1.688 -0.657 1.021 -0.32 -0.34 0.22
C -0.432 -2.314 2.226 0.34 -0.24 -0.08
C -0.414 -3.202 3.314 0.15 -0.03 -0.08
C 0.713 -2.284 1.309 0.04 -0.10 -0.15
N 0.740 -1.637 0.180 0.22 0.22 0.26
C 1.985 -1.658 -0.635 -0.08 0.04 0.31
C 2.898 -0.478 -0.309 -0.18 -0.12 0.11
Te 4.599 -0.391 -1.603 -0.03 0.11 -0.03
C 5.736 -1.682 -0.396 0.06 -0.13 -0.02
C 6.500 -1.159 0.646 -0.01 -0.18 0.05
C 7.250 -2.015 1.446 -0.04 0.02 -0.04
C 7.246 -3.382 1.202 0.00 0.03 -0.02
C 6.485 -3.901 0.164 -0.02 0.05 -0.05
C 5.729 -3.054 -0.639 0.10 0.01 0.15
C 1.914 -3.082 1.738 -0.08 0.07 0.00
C 2.138 -4.364 1.248 -0.05 -0.06 0.00
C 3.243 -5.086 1.678 0.01 0.02 0.01
C 4.129 -4.524 2.589 -0.04 0.03 0.02
C 3.902 -3.244 3.078 -0.04 -0.04 -0.03
C 2.788 -2.523 2.665 0.07 0.10 -0.03
H -2.329 -4.262 5.940 0.01 0.01 -0.02
H -0.582 -4.045 6.035 -0.01 0.01 -0.02
H -1.256 -5.308 5.011 -0.01 0.02 -0.01
H -3.433 -2.569 4.639 0.05 0.00 -0.03
H -5.768 0.912 1.971 0.03 0.03 0.01
H -5.667 3.402 1.859 0.04 -0.03 0.02
H -3.603 4.574 2.565 -0.01 -0.07 0.00
H -1.658 3.279 3.366 0.00 -0.01 -0.01
H -1.753 0.807 3.425 -0.02 0.02 -0.01
H 0.450 -3.840 3.457 -0.01 0.06 -0.01
H 1.697 -1.654 -1.678 -0.07 0.00 -0.11
H 2.528 -2.578 -0.461 0.11 -0.15 0.03
H 3.300 -0.591 0.699 -0.03 0.08 -0.01
H 2.384 0.485 -0.340 0.00 -0.05 -0.08
H 6.509 -0.093 0.833 0.02 0.00 -0.02
H 7.848 -1.608 2.253 -0.02 -0.02 -0.03
H 7.842 -4.043 1.821 -0.03 0.03 -0.03
H 6.482 -4.968 -0.030 0.00 0.05 0.02
H 5.138 -3.461 -1.451 0.03 0.02 0.00
H 1.441 -4.803 0.540 0.04 0.03 0.04
H 3.411 -6.088 1.299 -0.01 0.06 0.02
H 4.994 -5.086 2.920 -0.05 0.03 -0.02
H 4.589 -2.807 3.793 -0.02 -0.02 -0.03
H 2.582 -1.530 3.055 0.02 -0.14 -0.04
C 1.631 2.495 -3.648 -0.14 -0.01 -0.04
C 1.645 1.107 -4.298 -0.12 0.08 0.00
N 0.318 0.492 -4.463 -0.01 0.16 -0.13
C -0.256 0.521 -5.818 0.08 0.03 0.08
C -0.718 1.910 -6.232 0.00 0.07 0.04
C -0.334 -0.007 -3.410 0.05 -0.23 0.05
C -1.662 -0.677 -3.625 0.02 0.14 0.00
N 0.179 -0.009 -2.203 -0.27 0.15 0.05
H 2.612 2.718 -3.224 -0.03 -0.01 -0.04
H 0.892 2.569 -2.846 0.12 -0.05 0.00
H 1.402 3.267 -4.382 0.00 -0.03 0.02
H 2.277 0.415 -3.738 0.03 -0.07 0.03
H 2.078 1.163 -5.294 0.06 -0.03 -0.04
H -1.082 -0.180 -5.874 -0.01 -0.02 0.01
H 0.510 0.157 -6.504 0.02 -0.02 -0.01
H -1.442 2.311 -5.516 0.03 -0.03 -0.08
H -1.194 1.866 -7.214 0.03 0.01 0.06
H 0.119 2.608 -6.297 -0.06 -0.05 0.01
H -1.556 -1.503 -4.329 -0.01 -0.01 0.04
H -2.410 0.012 -4.022 0.04 0.00 -0.01
H -2.020 -1.076 -2.683 -0.03 -0.04 0.11
H 1.098 0.411 -2.164 0.03 0.21 -0.05
C -2.531 2.730 -2.490 -0.05 -0.06 -0.10
Te -2.609 1.590 -0.706 -0.02 0.26 0.32
C -4.401 0.793 -1.547 -0.03 -0.01 -0.03
C -4.897 1.918 -2.428 -0.04 -0.10 0.01
C -6.241 2.030 -2.776 0.01 0.01 -0.02
C -6.665 3.058 -3.604 0.01 0.01 0.00
C -5.750 3.986 -4.085 0.00 -0.01 0.00
C -4.413 3.888 -3.732 -0.01 -0.01 -0.01
C -3.979 2.856 -2.905 0.08 0.02 -0.03
H -1.916 2.232 -3.240 0.03 -0.03 0.01
H -2.060 3.679 -2.251 -0.02 0.04 0.00
H -5.094 0.539 -0.747 0.00 0.05 -0.01
H -4.192 -0.109 -2.119 0.01 -0.06 -0.01
H -6.957 1.311 -2.393 0.04 0.03 -0.02
H -7.712 3.140 -3.866 0.03 0.00 0.00
H -6.080 4.795 -4.726 0.01 -0.03 0.03
H -3.701 4.624 -4.091 -0.02 -0.03 0.02
C 1.983 2.265 4.273 -0.05 0.06 -0.14
N 1.459 2.399 2.912 -0.01 0.05 0.08
C 1.429 3.598 2.264 0.04 -0.05 0.13
C 0.935 3.729 1.020 0.04 -0.06 0.00
C 0.427 2.543 0.382 -0.06 0.09 0.07
O -0.072 2.553 -0.773 0.12 0.05 0.06
N 0.465 1.359 1.044 -0.09 0.05 -0.44
C 0.978 1.239 2.301 0.05 -0.23 0.05
O 1.048 0.173 2.908 -0.08 0.24 -0.16
H 2.387 3.225 4.584 0.00 0.01 0.00
H 2.763 1.510 4.300 0.04 -0.01 -0.03
H 1.194 1.958 4.957 -0.03 0.00 -0.02
H 1.830 4.438 2.815 0.00 -0.02 0.02
H 0.916 4.678 0.507 -0.01 -0.04 0.01
```
Positions in Å, forces in eV/Å.

Summary:
HOMO (alpha / beta) (eV): -10.26 / -10.31
Energy (eV): -112148.843
Maximum force (eV Å⁻¹): 0.761
Charge: +1
Spin multiplicity: 5
Relative energy (zero: lowest compared OMol25 entry of this formula, charge and spin) (kcal per mole): 11.3

Computed, not measured: C48H52N5O4P3TeYb as an isolated structure in a non-equilibrium geometry, with the ωB97M-V functional and the def2-TZVPD basis.

```
114
Properties=species:S:1:pos:R:3:forces:R:3
Yb 1.351 1.278 1.380 -1.10 1.05 -1.40
Te -0.868 -4.909 -0.239 -0.83 -0.09 0.68
C -2.571 -5.507 -1.396 -0.21 -0.16 -0.73
C -3.679 -4.694 -1.586 -0.13 -0.10 -0.31
C -4.737 -5.152 -2.413 0.58 1.85 0.82
N -4.722 -6.264 -3.080 0.78 -1.35 -0.56
C -3.614 -7.043 -2.976 -0.44 0.76 0.65
C -2.556 -6.732 -2.104 0.22 -0.11 -0.60
C -0.648 -2.835 -0.460 0.80 -1.11 -1.07
P -1.484 -1.560 0.302 2.08 1.06 0.75
C -2.605 -2.355 1.449 -0.82 0.34 0.41
C -2.073 -3.160 2.467 0.27 -0.90 0.72
C -2.940 -3.830 3.371 0.70 0.64 0.35
C -4.321 -3.663 3.267 0.85 0.27 -1.00
C -4.819 -2.810 2.269 -0.30 -0.07 1.03
C -4.000 -2.129 1.404 0.63 0.60 -0.65
C -2.254 -0.462 -0.920 -1.46 0.15 -0.39
C -2.799 -0.997 -2.103 0.54 -0.48 -0.61
C -3.321 -0.144 -3.099 -0.09 -0.34 0.84
C -3.352 1.231 -2.876 0.42 -1.08 0.69
C -2.805 1.750 -1.708 -0.65 -0.15 -0.08
C -2.330 0.930 -0.712 0.26 -1.30 -0.82
P 0.834 -2.457 -1.428 -1.83 1.41 0.40
C 2.100 -3.350 -0.596 1.70 0.22 0.94
C 3.199 -3.890 -1.243 0.39 -1.25 -1.48
C 4.352 -4.280 -0.579 -0.12 0.61 0.84
C 4.517 -3.939 0.752 -0.25 0.07 0.67
C 3.502 -3.205 1.395 -0.62 -0.56 -0.47
C 2.273 -3.023 0.763 1.51 0.07 -0.60
C 0.738 -3.349 -2.963 -0.34 -0.75 -1.20
C 0.892 -4.743 -3.014 0.78 -0.64 1.14
C 0.840 -5.430 -4.205 -0.12 -0.11 -1.76
C 0.659 -4.675 -5.399 -0.65 -0.42 0.37
C 0.371 -3.311 -5.369 0.95 -0.33 -0.21
C 0.464 -2.677 -4.155 -0.49 0.89 1.12
H -3.676 -3.683 -1.178 -0.32 -0.34 0.08
H -5.584 -4.490 -2.614 0.07 -0.16 0.31
H -3.668 -7.878 -3.671 0.56 -0.16 0.47
H -1.647 -7.360 -2.074 -0.68 0.23 -0.03
H -0.961 -3.367 2.592 -1.53 0.54 -0.45
H -2.494 -4.360 4.246 -0.47 0.17 -1.04
H -4.992 -4.203 3.903 -0.23 -0.03 0.36
H -5.866 -2.568 2.292 -0.38 -0.17 -0.23
H -4.434 -1.369 0.701 0.54 -0.97 0.60
H -2.734 -2.109 -2.285 -0.09 1.40 0.22
H -3.781 -0.557 -3.992 0.17 -0.01 0.11
H -3.873 1.854 -3.551 -0.18 0.71 -0.80
H -2.845 2.800 -1.527 0.00 0.65 0.05
H -1.970 1.361 0.188 0.36 0.25 0.72
H 3.202 -4.160 -2.322 -0.38 0.59 0.87
H 5.149 -4.758 -1.109 0.21 -0.35 -0.21
H 5.371 -4.297 1.324 0.06 0.39 -0.23
H 3.613 -2.770 2.376 0.26 -0.33 0.34
H 1.516 -2.439 1.229 -0.81 0.28 0.52
H 1.162 -5.297 -2.079 -0.46 0.61 -1.20
H 0.932 -6.548 -4.277 0.07 1.36 0.21
H 0.663 -5.158 -6.361 0.02 -0.32 -0.11
H 0.246 -2.679 -6.257 -0.12 -0.67 0.19
H 0.259 -1.606 -4.100 0.18 -0.13 0.00
C -2.951 5.553 2.125 1.00 -0.98 0.69
C -1.687 4.744 2.509 0.05 0.12 -0.03
C -1.941 3.465 3.343 0.80 -0.07 0.27
C -0.753 5.579 3.389 0.92 0.26 0.33
O -1.109 4.357 1.193 1.45 -0.60 0.67
P 0.386 3.882 0.766 -1.92 2.46 -1.41
O 1.411 3.564 1.820 0.10 -1.86 1.45
O 0.224 2.675 -0.132 0.53 -1.76 0.85
O 0.976 5.089 0.004 0.68 -0.06 0.21
C 0.710 5.880 -1.223 -0.60 -1.73 0.86
C 0.185 7.140 -0.697 -0.53 3.07 0.56
C -0.298 5.134 -2.058 0.81 0.16 -1.31
C 2.093 6.023 -1.845 -0.67 -0.39 -1.44
H -3.468 5.647 3.068 -0.64 0.32 0.10
H -3.566 5.058 1.381 -0.05 -0.23 0.07
H -2.671 6.527 1.757 0.11 0.32 -0.08
H -2.373 3.697 4.365 0.27 -0.24 -1.38
H -0.909 3.015 3.545 -1.30 0.31 -0.27
H -2.562 2.763 2.779 0.01 -0.06 0.28
H -1.275 5.637 4.381 0.58 0.25 -0.82
H -0.553 6.623 3.011 -0.16 -1.16 0.31
H 0.229 5.017 3.570 -1.28 0.91 -0.32
H -0.779 7.150 -0.126 0.98 -0.79 -0.18
H -0.073 7.864 -1.509 0.69 -0.50 0.35
H 1.016 7.557 -0.073 -0.97 0.15 -0.31
H -1.220 4.867 -1.557 0.04 -0.13 0.41
H 0.226 4.255 -2.483 -0.77 0.30 0.04
H -0.583 5.843 -2.850 0.10 -0.48 -0.15
H 2.837 6.004 -1.066 0.29 0.22 0.17
H 2.129 6.953 -2.428 0.19 -0.21 0.22
H 2.276 5.184 -2.562 -0.02 0.58 0.64
C 0.543 -0.965 4.245 -0.95 0.80 1.38
C 1.458 0.173 4.546 0.23 -1.42 -1.03
N 1.862 1.047 3.623 0.29 -0.03 0.85
C 2.714 1.932 4.289 -0.45 -0.58 1.49
C 2.786 1.547 5.620 0.02 0.57 -1.29
N 2.030 0.383 5.745 -0.24 1.17 -1.17
H 0.549 -1.627 5.111 0.06 -0.35 -0.24
H 0.714 -1.508 3.324 0.15 0.05 -0.14
H -0.475 -0.526 4.253 0.27 -0.45 -0.39
H 3.108 2.790 3.766 0.08 0.04 0.30
H 3.184 2.087 6.457 0.31 -0.23 0.11
H 1.852 -0.184 6.565 0.12 0.29 -0.10
N 7.243 1.455 -3.650 -2.15 -0.45 2.46
C 6.425 1.308 -2.817 2.46 0.27 -3.10
C 5.336 1.211 -1.919 -1.07 -0.13 2.47
C 3.999 1.292 -2.329 -0.21 0.31 2.51
C 3.034 1.424 -1.295 -0.04 -0.56 -0.03
N 3.327 1.344 0.036 -1.09 0.30 -0.77
C 4.602 1.200 0.450 -0.43 -0.79 -2.04
C 5.595 1.092 -0.492 1.77 0.49 -1.09
H 3.622 1.277 -3.317 0.17 0.13 -0.96
H 1.950 1.546 -1.580 1.26 -0.14 0.47
H 4.771 1.003 1.481 0.20 0.21 0.73
H 6.664 0.983 -0.159 -1.29 0.09 -0.43
```
Positions in Å, forces in eV/Å.

Summary:
HOMO (alpha / beta) (eV): -7.99 / -8.00
Energy (eV): -132944.584
Maximum force (eV Å⁻¹): 3.964
Charge: +1
Spin multiplicity: 2
Relative energy (zero: lowest compared OMol25 entry of this formula, charge and spin) (kcal per mole): 13.8